DFT (ωB97M-V/def2-TZVPD) results for a structure of composition C46H53N14O3Se2TeY.

Spin multiplicity: 2
LUMO level (spin up / spin down) in eV: -1.97 / -2.01
Energy above the lowest of the compared OMol25 structures with the same formula, charge and spin in kJ/mol: 239.88
Total charge: +1
HOMO (spin up / spin down) in eV: -7.976 / -9.956

Last column: Mulliken spin population.
CARTESIAN COORDINATES (ANGSTROEM)
Y 0.143 -0.587 -2.008  -0.0118
N 1.973 -2.798 -1.753  0.0066
N 1.807 -3.744 -2.797  0.0243
C 0.655 -3.548 -3.537  0.0715
N 0.215 -4.542 -4.315  0.0360
N 0.136 -2.358 -3.471  -0.0419
N -1.006 -2.035 -4.197  0.4607
O -1.870 -2.879 -4.560  0.2827
O -1.118 -0.715 -4.255  0.1015
H 2.964 -2.646 -1.615  -0.0041
H 1.569 -3.199 -0.908  -0.0013
H 1.932 -4.702 -2.493  0.0017
H 0.643 -5.449 -4.278  0.0015
H -0.700 -4.387 -4.731  0.0011
Se -2.031 1.263 -2.950  0.0226
Se -2.883 3.102 -1.736  0.0229
C -1.239 3.810 -1.022  -0.0006
C -1.332 5.077 -0.448  0.0025
C -0.202 5.607 0.142  0.0010
C 0.971 4.863 0.139  0.0000
C 0.957 3.626 -0.477  0.0003
N -0.128 3.101 -1.061  0.0003
C -3.058 -0.162 -2.156  0.0012
C -4.436 -0.176 -2.111  0.0047
C -5.051 -1.325 -1.633  -0.0044
C -4.273 -2.401 -1.249  -0.0016
C -2.898 -2.288 -1.316  0.0373
N -2.296 -1.179 -1.750  0.0174
H -2.265 5.626 -0.463  -0.0006
H -0.237 6.587 0.601  0.0000
H 1.876 5.228 0.602  0.0000
H 1.850 3.018 -0.493  0.0000
H -5.011 0.671 -2.456  0.0001
H -6.130 -1.378 -1.576  -0.0004
H -4.718 -3.310 -0.871  0.0009
H -2.243 -3.087 -0.997  -0.0274
N 1.232 0.671 -3.684  -0.0015
C 1.394 1.321 -4.626  -0.0005
N 1.504 2.068 -5.685  -0.0012
C 2.660 2.961 -5.845  -0.0001
C 2.330 4.361 -5.301  0.0000
C 0.814 4.589 -5.271  -0.0003
C 0.158 3.959 -6.495  0.0007
C 0.274 2.432 -6.425  -0.0055
H 2.891 2.983 -6.910  0.0000
H 3.513 2.509 -5.341  0.0002
H 2.807 5.103 -5.943  0.0000
H 2.751 4.489 -4.302  0.0000
H 0.597 5.655 -5.218  0.0000
H 0.388 4.141 -4.366  0.0004
H 0.638 4.331 -7.404  0.0001
H -0.896 4.227 -6.567  -0.0002
H 0.314 1.974 -7.414  -0.0024
H -0.567 1.995 -5.888  0.0068
N 0.332 -5.084 -0.638  0.0014
C -0.624 -5.556 -0.210  -0.0010
C -1.869 -6.100 0.267  0.0004
C -2.972 -6.096 -0.585  -0.0022
C -4.178 -6.601 -0.131  0.0013
C -4.279 -7.104 1.159  -0.0003
C -3.176 -7.106 2.003  0.0003
C -1.964 -6.603 1.562  -0.0003
H -2.876 -5.700 -1.588  0.0006
H -5.039 -6.605 -0.786  0.0001
H -5.223 -7.499 1.508  -0.0001
H -3.261 -7.502 3.006  0.0001
H -1.096 -6.600 2.207  -0.0001
C 3.634 0.996 -1.798  -0.0001
C 2.788 0.877 -0.547  0.0002
O 3.291 1.378 0.502  0.0001
N 1.620 0.242 -0.511  -0.0007
Te 1.756 -0.191 1.699  -0.0001
C 1.406 -0.966 3.791  -0.0001
C 2.596 -1.353 4.413  0.0001
C 3.894 -1.664 3.696  0.0001
C 2.645 -1.478 5.809  0.0000
C 1.548 -1.251 6.613  0.0000
C 1.623 -1.381 8.108  0.0000
C 0.345 -0.934 5.979  0.0000
C 0.266 -0.797 4.605  0.0002
C -1.104 -0.570 4.028  0.0002
C 0.780 1.601 2.236  0.0001
C 1.536 2.407 3.083  0.0000
C 2.893 2.041 3.622  -0.0001
C 1.000 3.634 3.465  -0.0001
C -0.244 4.061 3.031  0.0004
C -0.812 5.377 3.483  0.0000
C -0.964 3.228 2.182  -0.0001
C -0.475 1.998 1.760  -0.0004
C -1.327 1.176 0.839  0.0015
H 4.676 1.086 -1.501  0.0000
H 3.356 1.900 -2.346  0.0000
H 3.502 0.150 -2.470  -0.0001
H 3.788 -1.845 2.630  0.0000
H 4.333 -2.564 4.127  0.0000
H 4.625 -0.862 3.822  0.0000
H 3.585 -1.766 6.271  0.0000
H 2.654 -1.477 8.445  0.0000
H 1.076 -2.261 8.452  0.0000
H 1.183 -0.513 8.600  0.0000
H -0.551 -0.798 6.577  0.0000
H -1.817 -0.368 4.831  0.0000
H -1.318 -2.656 3.736  0.0000
H -1.134 0.273 3.344  -0.0002
H 3.408 1.249 3.075  0.0000
H 2.818 1.729 4.666  0.0000
H 3.552 2.907 3.567  0.0000
H 1.587 4.274 4.117  0.0000
H -0.021 6.102 3.674  0.0000
H -1.379 5.258 4.408  0.0000
H -1.488 5.791 2.735  0.0000
H -1.940 3.543 1.826  0.0000
H -2.306 1.628 0.702  0.0000
H -1.490 0.161 1.196  -0.0014
H -0.837 1.140 -0.136  -0.0011
N -0.254 -2.044 0.044  -0.0080
C 0.218 -1.518 0.957  0.0088
N -1.501 -1.777 3.273  0.0000
C -2.617 -1.747 2.540  -0.0002
N -3.546 -1.721 1.854  -0.0001


DFT (ωB97M-V/def2-TZVPD) results for a cluster of 2 separate species, C6H9NO in total.

Spin multiplicity: 1
LUMO level in eV: 0.51
Energy above the lowest of the compared OMol25 structures with the same formula, charge and spin in kJ/mol: 212.42
Total charge: 0
HOMO in eV: -9.333
SMILES string: c1ccncc1.CO

Last column: Löwdin charge in e.
CARTESIAN COORDINATES (ANGSTROEM)
C -3.503 -0.082 0.354  -0.2017
C 0.855 -1.123 -0.301  -0.1161
C 2.286 -1.176 -0.080  -0.0924
C 2.943 0.018 -0.047  -0.0921
C 2.207 1.304 -0.061  -0.0440
C 0.800 1.249 -0.199  -0.1102
H -1.715 0.063 -0.587  0.0620
H -4.552 0.004 0.372  0.0449
H -3.235 -1.116 0.817  0.0952
H -3.180 0.618 1.146  0.0647
H 0.093 -1.889 -0.594  0.1243
H 2.581 -2.231 0.036  0.1076
H 4.025 -0.181 0.281  0.1266
H 2.865 2.260 -0.032  0.1232
H 0.098 2.049 -0.054  0.1005
N 0.157 0.025 -0.252  -0.0008
O -2.725 0.209 -0.799  -0.1918


DFT (ωB97M-V/def2-TZVPD) results for a structure of composition CH8IP5.

Spin multiplicity: 1
LUMO level (spin up / spin down) in eV: -1.38 / -1.03
Energy above the lowest of the compared OMol25 structures with the same formula, charge and spin in kJ/mol: 179.95
Total charge: 0
HOMO (spin up / spin down) in eV: -7.977 / -8.050

Last column: Löwdin charge in e.
CARTESIAN COORDINATES (ANGSTROEM)
C 1.446 -0.403 -0.331  -1.4667
P 0.617 -1.773 0.503  0.5622
P 0.815 0.564 -1.683  0.5324
P -1.017 2.215 -0.338  0.2809
P -2.121 -0.498 0.897  0.2877
P -0.742 1.064 1.463  0.2025
I 3.300 0.331 0.387  0.6567
H 1.215 -1.646 1.761  -0.1135
H 1.547 -2.775 0.139  -0.1025
H -0.231 -0.296 -2.013  -0.0934
H 1.680 0.048 -2.662  -0.0907
H -1.982 3.062 0.215  -0.1629
H 0.013 3.105 -0.055  -0.1515
H -3.279 0.215 1.224  -0.1734
H -2.087 -1.120 2.143  -0.1676


DFT (ωB97M-V/def2-TZVPD) results for a structure of composition C4H6O2Y.

Spin multiplicity: 1
LUMO level in eV: -6.07
Energy above the lowest of the compared OMol25 structures with the same formula, charge and spin in kJ/mol: 163.27
Total charge: +1
HOMO in eV: -11.697

Last column: Löwdin charge in e.
CARTESIAN COORDINATES (ANGSTROEM)
O 1.536 0.012 0.237  -0.4055
C 0.940 -0.935 -0.599  -0.2889
C -0.550 -0.731 -0.868  -0.2841
O -1.409 -1.317 0.135  -0.1572
C -2.347 -0.458 0.655  -0.2790
C -2.246 0.844 0.275  -0.2059
Y 0.362 1.478 0.824  1.8793
H 1.071 -1.953 -0.179  0.1438
H 1.438 -0.931 -1.592  0.1336
H -0.788 -1.183 -1.840  0.1205
H -3.310 -0.980 0.711  0.1319
H -3.072 1.454 0.656  0.0055
H -1.536 0.216 -1.205  0.2060


DFT (ωB97M-V/def2-TZVPD) results for a cluster of 2 separate species, CH4NOS2 in total.

Spin multiplicity: 1
LUMO level in eV: -5.18
Energy above the lowest of the compared OMol25 structures with the same formula, charge and spin in kJ/mol: 62.88
Total charge: +1
HOMO in eV: -13.449

Last column: Löwdin charge in e.
CARTESIAN COORDINATES (ANGSTROEM)
C -1.682 0.417 0.047  -1.2145
N 1.606 -0.184 0.012  0.2582
O -0.738 1.138 -0.076  -0.0043
S -2.033 -1.344 -0.018  0.6376
S -3.347 0.384 0.007  0.8001
H 2.179 0.537 0.420  0.1337
H 0.534 0.343 -0.043  0.1292
H 2.139 -0.274 -0.842  0.1385
H 1.340 -1.017 0.495  0.1215


DFT (ωB97M-V/def2-TZVPD) results for an isolated molecule of COS3.

Spin multiplicity: 1
LUMO level in eV: -2.67
Energy above the lowest of the compared OMol25 structures with the same formula, charge and spin in kJ/mol: 183.10
Total charge: 0
HOMO in eV: -8.229

Last column: Löwdin charge in e.
CARTESIAN COORDINATES (ANGSTROEM)
C -0.291 0.185 -0.051  -1.2912
O 0.843 0.696 0.106  -0.5772
S -1.915 0.727 -0.029  0.7317
S -0.998 -1.383 0.012  0.7339
S 2.361 -0.225 -0.038  0.4027


The highest energy above the lowest of the compared OMol25 structures with the same formula, charge and spin belongs to which entry? C46H53N14O3Se2TeY